8 unconnected molecules or ions with the total composition C40H69BINO27P in a non-equilibrium geometry, computed with wB97M-V/def2-TZVPD.

## Properties
M in g/mol: 1164.662
E_LUMO in eV: -3.20
F_max in eV/Å: 2.52
E_tot in Eh: -4315.6629
Gap between HOMO and LUMO in hartree: 0.3167

Structure (ORCA input):
```
! wB97M-V def2-TZVPD RIJCOSX def2/J DEFGRID3
* xyz 1 1
C -3.75 2.41 -0.06
C -2.56 2.42 -1.01
C -2.54 3.58 -2.02
I -4.54 4.19 -2.59
C -1.78 4.81 -1.42
O -2.41 6.06 -1.62
C -1.93 6.77 -2.73
C -0.48 7.20 -2.52
C -0.29 8.63 -1.99
C -1.48 9.19 -1.18
C -2.27 10.24 -1.95
O -1.77 11.53 -1.62
C -2.77 12.42 -1.14
N 0.20 6.17 -1.67
P 2.06 6.20 -1.73
O 2.49 6.43 -0.19
O 2.45 7.55 -2.54
C -0.33 4.78 -1.95
B 0.59 3.69 -1.17
O 0.39 3.59 0.18
O 1.56 2.93 -1.70
C 1.46 2.70 -3.11
H -4.03 3.39 0.30
H -3.48 1.82 0.82
H -4.60 1.89 -0.49
H -2.56 1.50 -1.58
H -1.67 2.42 -0.40
H -2.06 3.22 -2.92
H -1.78 4.65 -0.35
H -1.97 6.11 -3.60
H -2.56 7.61 -2.98
H -0.02 7.15 -3.50
H 0.62 8.72 -1.40
H -0.13 9.26 -2.85
H -2.11 8.42 -0.74
H -1.05 9.73 -0.34
H -3.34 10.16 -1.79
H -2.10 10.12 -3.03
H -3.54 12.61 -1.88
H -3.21 12.07 -0.21
H -2.27 13.35 -0.92
H -0.08 6.38 -0.70
H 2.50 7.37 0.09
H 2.69 8.26 -1.92
H -0.40 4.62 -3.02
H 0.19 2.68 0.44
H 2.14 1.94 -3.48
H 1.75 3.63 -3.60
H 0.46 2.48 -3.46
C -4.54 -3.77 1.88
C -3.40 -2.88 1.45
C -3.26 -1.61 2.25
O -2.69 -0.71 1.28
C -3.07 -1.14 0.06
O -2.93 -0.50 -0.94
O -3.63 -2.36 0.12
H -4.56 -4.69 1.30
H -4.46 -4.03 2.94
H -5.50 -3.27 1.71
H -2.47 -3.45 1.43
H -2.60 -1.72 3.11
H -4.22 -1.21 2.58
C 4.86 1.67 -1.87
C 5.66 0.43 -2.16
C 5.87 0.14 -3.63
O 5.97 -1.29 -3.65
C 5.29 -1.77 -2.58
O 5.02 -2.91 -2.40
O 4.96 -0.75 -1.73
H 4.81 1.84 -0.79
H 5.31 2.55 -2.33
H 3.83 1.56 -2.21
H 6.62 0.46 -1.64
H 6.77 0.59 -4.04
H 5.01 0.43 -4.24
C 5.04 -3.47 1.28
C 5.36 -2.40 2.30
C 6.33 -1.35 1.81
O 6.97 -0.94 3.02
C 6.91 -1.99 3.89
O 7.51 -2.05 4.91
O 6.06 -2.94 3.43
H 4.29 -4.16 1.67
H 4.65 -3.02 0.36
H 5.92 -4.05 1.04
H 4.44 -1.94 2.67
H 5.83 -0.51 1.34
H 7.08 -1.75 1.13
C 2.11 2.77 4.75
C 0.81 2.52 4.03
C -0.32 3.45 4.41
O -1.48 2.63 4.20
C -1.10 1.34 4.35
O -1.84 0.42 4.44
O 0.26 1.24 4.39
H 2.89 2.10 4.39
H 2.44 3.80 4.59
H 2.00 2.59 5.82
H 0.97 2.52 2.94
H -0.36 4.34 3.78
H -0.29 3.75 5.45
C -0.34 -8.42 0.83
C -1.46 -7.80 1.62
C -1.31 -6.32 1.88
O -2.00 -6.15 3.12
C -1.95 -7.34 3.78
O -2.26 -7.49 4.92
O -1.50 -8.32 2.96
H -0.55 -9.47 0.64
H -0.20 -7.92 -0.13
H 0.60 -8.37 1.39
H -2.42 -8.02 1.15
H -1.76 -5.71 1.10
H -0.27 -6.02 2.02
C -4.57 -2.17 -2.92
C -4.30 -2.51 -4.37
C -3.98 -1.33 -5.24
O -4.45 -1.75 -6.53
C -5.45 -2.66 -6.32
O -6.18 -3.06 -7.16
O -5.48 -3.03 -5.01
H -4.75 -3.07 -2.34
H -3.73 -1.63 -2.48
H -5.47 -1.56 -2.84
H -3.52 -3.28 -4.43
H -2.92 -1.11 -5.29
H -4.52 -0.43 -4.95
C 2.11 -11.96 4.78
C 1.27 -11.63 3.57
C 1.02 -12.80 2.64
O 0.88 -12.15 1.37
C 1.58 -10.99 1.42
O 1.82 -10.30 0.48
O 1.95 -10.71 2.69
H 2.20 -11.09 5.43
H 1.66 -12.77 5.35
H 3.12 -12.24 4.48
H 0.33 -11.17 3.87
H 0.12 -13.35 2.88
H 1.87 -13.49 2.59
*
```

Atomic partial charges in e from the Löwdin method, atoms 1 to 4:
1. C -0.152
2. C -0.290
3. C -0.599
4. I 1.003

***

14 unconnected molecules or ions with the total composition C40H69Br26ClNO2PS in a non-equilibrium geometry, computed with wB97M-V/def2-TZVPD.

## Properties
M in g/mol: 2771.995
E_LUMO in eV: -0.98
F_max in eV/Å: 2.35
E_tot in Eh: -69894.7966
Gap between HOMO and LUMO in hartree: 0.2450

Structure (ORCA input):
```
! wB97M-V def2-TZVPD RIJCOSX def2/J DEFGRID3
* xyz 0 1
C 2.59 1.96 -0.34
C 1.33 1.85 -1.34
P -0.08 0.87 -0.62
C -1.66 1.00 -1.61
C -2.09 -0.32 -2.36
C 0.36 -0.89 -0.24
C 1.15 -1.74 -0.97
C 1.81 -1.31 -2.30
C 3.30 -0.81 -2.22
C 4.13 -1.21 -0.97
Cl 5.09 -2.75 -1.23
C 1.29 -3.18 -0.42
O 2.26 -3.88 -0.54
C 0.05 -3.77 0.30
C -0.73 -2.94 1.03
N -1.94 -3.41 1.70
C -1.68 -3.88 2.80
S -1.62 -4.27 4.35
C -0.27 -1.46 1.08
O -0.37 -0.81 2.09
H 3.50 2.02 -0.99
H 2.62 1.12 0.38
H 2.55 2.95 0.19
H 0.96 2.90 -1.43
H 1.63 1.55 -2.37
H -2.47 1.23 -0.88
H -1.67 1.86 -2.33
H -1.19 -0.89 -2.67
H -2.75 -0.93 -1.70
H -2.72 -0.10 -3.27
H 1.79 -2.19 -2.98
H 1.13 -0.56 -2.77
H 3.83 -1.24 -3.10
H 3.41 0.30 -2.35
H 4.92 -0.43 -0.85
H 3.58 -1.21 0.00
H -0.16 -4.85 0.21
Br -2.39 0.41 7.17
C -1.27 -1.14 6.78
C -1.36 -2.18 7.87
Br -0.32 -1.65 9.43
H -0.26 -0.77 6.62
H -1.66 -1.54 5.84
H -0.92 -3.12 7.54
H -2.37 -2.36 8.22
Br 1.64 3.23 6.73
C 0.85 2.02 5.43
C 1.64 2.02 4.15
Br 1.28 3.60 3.08
H -0.19 2.32 5.30
H 0.88 1.04 5.91
H 1.35 1.18 3.52
H 2.72 1.98 4.32
Br 9.11 -5.85 -0.23
C 7.53 -6.89 0.23
C 6.33 -6.00 0.43
Br 6.40 -5.10 2.16
H 7.78 -7.48 1.10
H 7.37 -7.55 -0.62
H 5.42 -6.59 0.46
H 6.23 -5.23 -0.32
Br -1.65 1.49 10.95
C -0.50 2.64 9.88
C -0.80 4.10 10.12
Br -2.43 4.65 9.20
H -0.63 2.34 8.85
H 0.52 2.40 10.20
H -0.01 4.72 9.69
H -0.93 4.35 11.17
Br 4.52 -0.03 3.32
C 6.22 0.23 4.24
C 6.02 0.58 5.69
Br 5.47 2.44 5.91
H 6.76 0.99 3.68
H 6.74 -0.72 4.14
H 6.96 0.50 6.23
H 5.27 -0.03 6.18
Br -2.25 1.52 -6.58
C -3.73 0.26 -6.37
C -5.03 0.98 -6.13
Br -5.15 1.65 -4.31
H -3.45 -0.41 -5.56
H -3.76 -0.30 -7.30
H -5.87 0.29 -6.24
H -5.18 1.83 -6.79
Br -5.43 5.37 -5.25
C -5.11 5.54 -7.16
C -6.40 5.53 -7.94
Br -7.13 3.73 -8.08
H -4.44 4.74 -7.45
H -4.60 6.50 -7.28
H -6.24 5.85 -8.97
H -7.18 6.15 -7.49
Br -5.67 -1.66 -8.69
C -7.22 -2.77 -8.25
C -8.44 -1.93 -8.00
Br -8.38 -1.09 -6.24
H -6.94 -3.38 -7.40
H -7.36 -3.41 -9.12
H -9.34 -2.55 -7.98
H -8.57 -1.13 -8.73
Br 5.03 -2.94 -7.16
C 6.69 -2.65 -6.18
C 6.43 -2.21 -4.76
Br 5.89 -0.34 -4.68
H 7.27 -1.93 -6.75
H 7.20 -3.61 -6.19
H 7.34 -2.27 -4.17
H 5.64 -2.79 -4.28
Br 4.12 6.15 5.07
C 5.34 6.48 3.59
C 4.86 5.82 2.32
Br 5.19 3.91 2.36
H 6.32 6.14 3.91
H 5.36 7.57 3.48
H 5.42 6.20 1.46
H 3.80 5.96 2.15
Br -6.17 -4.85 -2.91
C -5.28 -5.21 -1.21
C -4.33 -4.11 -0.84
Br -2.69 -4.21 -1.88
H -4.80 -6.18 -1.30
H -6.09 -5.28 -0.48
H -4.01 -4.20 0.20
H -4.74 -3.11 -1.00
Br 5.82 -2.99 7.64
C 7.03 -2.43 9.07
C 6.35 -1.49 10.02
Br 6.19 0.30 9.26
H 7.90 -2.00 8.59
H 7.32 -3.35 9.57
H 6.94 -1.36 10.93
H 5.34 -1.81 10.30
Br -11.13 3.13 -6.37
C -10.90 4.32 -7.89
C -12.21 4.92 -8.33
Br -13.28 3.63 -9.33
H -10.41 3.75 -8.67
H -10.22 5.10 -7.54
H -12.04 5.74 -9.02
H -12.83 5.26 -7.50
*
```

Atomic partial charges in e from the Löwdin method, atoms 1 to 4:
1. C -0.154
2. C -0.409
3. P 1.017
4. C -0.389

***

9 unconnected molecules or ions with the total composition C40H69BrF9NO12P, computed with wB97M-V/def2-TZVPD.

## Properties
M in g/mol: 1037.847
E_LUMO in eV: -3.25
F_max in eV/Å: 0.67
E_tot in Eh: -6337.2159
Gap between HOMO and LUMO in hartree: 0.2808

Structure (ORCA input):
```
! wB97M-V def2-TZVPD RIJCOSX def2/J DEFGRID3
* xyz 1 1
C -0.06 -2.61 6.02
C -0.42 -3.63 4.96
O -1.29 -4.61 5.51
C -1.14 -3.07 3.73
C -0.41 -2.10 2.75
P -0.69 -0.22 3.00
O -1.91 -0.37 4.06
Br 1.07 0.34 4.30
C 1.02 -2.44 2.70
N 1.48 -2.64 1.52
C 0.50 -2.33 0.44
C 0.79 -0.90 -0.04
C 2.17 -0.66 -0.68
C 3.27 -0.34 0.34
C 4.64 -0.91 0.03
O 5.41 -1.23 0.89
O 4.87 -0.99 -1.28
C 0.50 -3.35 -0.75
F 0.37 -2.69 -1.90
F -0.56 -4.18 -0.67
C 1.75 -4.30 -0.92
F 2.88 -3.66 -0.52
F 1.88 -4.60 -2.20
C 1.63 -5.63 -0.11
F 0.85 -6.48 -0.77
F 1.06 -5.36 1.09
C 2.99 -6.32 0.18
F 2.77 -7.56 0.60
F 3.65 -5.65 1.13
F 3.73 -6.35 -0.93
C -0.83 -2.41 1.26
C -2.02 -1.68 0.66
H 0.14 -3.17 6.94
H 0.83 -2.01 5.82
H -0.92 -1.97 6.22
H 0.47 -4.21 4.66
H -1.89 -4.17 6.13
H -1.46 -3.94 3.14
H -2.06 -2.59 4.09
H -2.24 0.50 4.34
H 1.67 -2.55 3.56
H 2.45 -2.89 1.38
H 0.01 -0.60 -0.74
H 0.71 -0.24 0.83
H 2.06 0.19 -1.36
H 2.47 -1.49 -1.32
H 3.03 -0.69 1.35
H 3.38 0.75 0.44
H 5.54 -1.68 -1.47
H -1.12 -3.45 1.31
H -2.40 -2.24 -0.19
H -1.80 -0.66 0.32
H -2.83 -1.62 1.40
C -5.27 -2.54 -3.69
C -4.13 -3.04 -2.85
O -3.49 -2.30 -2.13
C -3.82 -4.51 -2.93
H -5.40 -1.47 -3.54
H -5.08 -2.74 -4.74
H -6.19 -3.06 -3.42
H -3.58 -4.78 -3.96
H -4.69 -5.10 -2.64
H -2.98 -4.75 -2.28
C 0.94 3.64 -0.11
C -0.15 2.84 -0.78
O -0.45 1.73 -0.39
C -0.86 3.50 -1.93
H 1.37 3.07 0.72
H 1.72 3.89 -0.83
H 0.53 4.57 0.27
H -0.14 3.74 -2.71
H -1.32 4.43 -1.60
H -1.62 2.84 -2.33
C -0.73 -10.65 1.28
C -1.68 -9.55 1.71
O -2.70 -9.79 2.31
C -1.29 -8.14 1.34
H -1.12 -11.61 1.60
H -0.61 -10.64 0.20
H 0.25 -10.48 1.73
H -1.20 -8.04 0.26
H -0.33 -7.89 1.79
H -2.05 -7.45 1.70
C -1.37 8.14 -0.85
C -2.49 7.37 -1.52
O -2.75 6.23 -1.21
C -3.26 8.10 -2.59
H -0.90 7.51 -0.10
H -0.63 8.45 -1.59
H -1.76 9.04 -0.39
H -2.59 8.40 -3.39
H -3.71 9.00 -2.17
H -4.03 7.44 -2.99
C 9.29 -3.30 -1.08
C 7.88 -3.59 -1.52
O 7.01 -2.75 -1.44
C 7.61 -4.97 -2.06
H 9.36 -2.28 -0.72
H 9.59 -4.00 -0.30
H 9.98 -3.44 -1.92
H 7.85 -5.72 -1.30
H 8.24 -5.17 -2.93
H 6.56 -5.06 -2.34
C -3.91 -3.78 9.86
C -2.71 -3.97 8.96
O -2.58 -3.32 7.94
C -1.69 -4.99 9.39
H -4.57 -3.03 9.44
H -4.44 -4.73 9.95
H -3.58 -3.48 10.85
H -2.16 -5.97 9.48
H -1.29 -4.72 10.37
H -0.88 -5.03 8.66
C -1.23 12.90 -3.74
C -2.17 11.95 -3.04
O -1.80 11.20 -2.17
C -3.62 12.00 -3.48
H -0.23 12.78 -3.34
H -1.21 12.69 -4.81
H -1.56 13.93 -3.60
H -3.69 11.76 -4.55
H -4.02 13.00 -3.34
H -4.21 11.28 -2.91
C -0.31 10.32 -7.27
C 0.48 11.56 -7.64
O 1.05 12.22 -6.80
C 0.52 11.92 -9.10
H -0.27 10.16 -6.20
H -1.35 10.44 -7.58
H 0.09 9.45 -7.79
H -0.50 12.09 -9.48
H 0.95 11.10 -9.68
H 1.11 12.82 -9.24
*
```

Atomic partial charges in e from the Löwdin method, atoms 1 to 4:
1. C -0.054
2. C -0.430
3. O -0.036
4. C -0.089

***

no.,HOMO energy (eV)
1,-11.82
2,-7.65
3,-10.89